Formula: C2H9N2O
Source: the Open Molecules 2025 dataset
Level of theory: ωB97M-V with the def2-TZVPD basis set

Structure (XYZ):
```
14
Properties=species:S:1:pos:R:3:nbo_charge:R:1
C 0.961 -0.513 -1.729 -0.422
N 0.173 -0.228 -0.509 -0.510
C 0.056 -1.130 0.416 0.396
N -0.546 -0.900 1.573 -0.723
H 0.411 -1.066 -2.469 0.231
H 1.858 -1.055 -1.426 0.221
H 1.341 0.447 -2.074 0.240
H -0.245 0.699 -0.381 0.455
H 0.509 -2.100 0.245 0.224
H -1.080 -0.047 1.638 0.429
H -0.701 -1.674 2.197 0.434
H -0.406 2.715 1.399 0.503
H -1.597 2.631 0.487 0.498
O -0.733 2.223 0.633 -0.976
```

The total charge is +1. The HOMO-LUMO gap comes out at 11.8220 eV. The calculation puts the largest force on an atom at 1.38 eV/Å. The HOMO energy is -15.09 eV. The value obtained for the lowest unoccupied orbital energy is -3.2675 eV.



Formula: C2H9N2O
Source: the Open Molecules 2025 dataset
Level of theory: ωB97M-V with the def2-TZVPD basis set

Structure (XYZ):
```
14
Properties=species:S:1:pos:R:3:nbo_charge:R:1
C -0.015 0.098 -0.420 -0.314
C -0.751 -0.673 -1.286 0.108
N -2.037 -0.579 -1.606 -0.700
N 0.616 -0.722 0.694 -0.706
H -0.061 1.112 -0.092 0.204
H -0.237 -1.449 -1.863 0.202
H -2.480 -0.988 -2.413 0.425
H -2.565 0.119 -1.099 0.408
H -0.023 -1.245 1.288 0.422
H 1.297 -1.363 0.285 0.428
H 1.122 -0.007 1.293 0.478
H 2.301 2.013 2.231 0.511
H 1.290 2.124 1.124 0.487
O 1.541 1.561 1.864 -0.952
```

The total charge is +1. The HOMO-LUMO gap comes out at 9.0974 eV. The calculation puts the largest force on an atom at 2.05 eV/Å. The HOMO energy is -12.63 eV. The value obtained for the lowest unoccupied orbital energy is -3.5343 eV.



Formula: C2H9N2O
Source: the Open Molecules 2025 dataset
Level of theory: ωB97M-V with the def2-TZVPD basis set

Structure (XYZ):
```
14
Properties=species:S:1:pos:R:3:mulliken_spin:R:1
C -0.581 -0.266 -0.814 -0.018
N -2.007 0.057 -0.349 0.030
H -0.455 -1.337 -0.728 0.004
H -0.557 -0.051 -1.875 0.006
H -2.695 -0.218 -1.065 -0.001
H -2.224 -0.466 0.515 0.003
N 0.385 0.464 -0.033 0.601
C 1.433 -0.201 0.670 0.036
O 2.493 0.625 0.795 0.143
H 0.686 1.396 -0.346 -0.018
H -2.126 1.056 -0.153 0.000
H 1.752 -1.096 0.063 0.130
H 1.059 -0.647 1.613 0.086
H 2.837 0.683 1.709 -0.002
```

The total charge is +2. The HOMO-LUMO gap (alpha / beta) comes out at 13.1426 / 7.5127 eV. The calculation puts the largest force on an atom at 1.06 eV/Å. The spin multiplicity is 2. The HOMO energy (alpha / beta) is -21.09 / -20.96 eV. The value obtained for the lowest unoccupied orbital energy (alpha / beta) is -7.9496 / -13.4505 eV.



Formula: C2H9N2O2P
Source: the Open Molecules 2025 dataset
Level of theory: ωB97M-V with the def2-TZVPD basis set

Structure (XYZ):
```
16
Properties=species:S:1:pos:R:3:nbo_charge:R:1
C 0.907 -1.578 1.315 -0.698
C 0.490 -0.149 1.572 -0.274
N 0.811 -0.421 -1.311 -0.578
N 0.299 0.687 -0.840 -0.579
O -1.492 2.184 -0.054 -1.028
O -1.859 0.777 -2.123 -1.033
P -1.401 0.675 -0.540 1.436
H 1.805 -1.863 1.812 0.221
H 0.073 -2.119 1.549 0.216
H 0.942 -1.450 0.256 0.237
H -0.504 0.283 1.744 0.166
H 1.193 0.527 1.773 0.155
H 1.737 -0.356 -1.562 0.371
H 0.262 -1.227 -1.742 0.362
H -1.565 2.498 0.865 0.524
H -1.697 1.532 -2.714 0.501
```

The HOMO-LUMO gap (alpha / beta) comes out at 8.1814 / 8.3136 eV. The calculation puts the largest force on an atom at 4.04 eV/Å. The HOMO energy (alpha / beta) is -7.41 / -7.45 eV. The value obtained for the lowest unoccupied orbital energy (alpha / beta) is 0.7682 / 0.8684 eV.



Formula: C2H9N2OP
Source: the Open Molecules 2025 dataset
Level of theory: ωB97M-V with the def2-TZVPD basis set

Structure (XYZ):
```
15
Properties=species:S:1:pos:R:3:nbo_charge:R:1
H -4.417 0.436 -1.316 0.291
N -4.022 0.349 -0.453 -0.297
N -3.262 -0.602 -0.247 -0.265
H -3.376 -1.278 -1.030 0.273
C 1.104 -1.335 1.433 -0.972
P 0.822 0.531 1.195 1.032
C 1.429 0.696 -0.531 -0.965
O -0.847 0.745 0.904 -0.967
H 0.439 -1.973 0.872 0.227
H 2.236 -1.552 1.398 0.239
H 0.820 -1.516 2.502 0.226
H 1.275 -0.313 -1.062 0.224
H 0.917 1.558 -1.095 0.248
H 2.425 0.962 -0.446 0.225
H -1.351 0.482 1.612 0.482
```

Its structure (SMILES) is [H]/N=N\[H].CP(C)O. The HOMO-LUMO gap comes out at 9.0034 eV. The calculation puts the largest force on an atom at 4.97 eV/Å. The HOMO energy is -8.19 eV. The value obtained for the lowest unoccupied orbital energy is 0.8119 eV.



Formula: C2H9N2P3
Source: the Open Molecules 2025 dataset
Level of theory: ωB97M-V with the def2-TZVPD basis set

Structure (XYZ):
```
16
Properties=species:S:1:pos:R:3:nbo_charge:R:1
C 0.453 1.741 0.319 -0.618
C 0.573 0.745 1.430 -0.706
N 0.084 -1.845 1.677 -1.262
N -1.805 -0.560 -0.679 -1.231
P 0.261 -3.404 1.458 0.874
P -0.690 -1.005 -1.818 0.587
P -0.835 -0.527 1.640 1.144
H 0.883 1.325 -0.614 0.219
H -0.670 1.719 0.099 0.208
H 0.926 2.789 0.514 0.219
H 0.537 1.436 2.307 0.231
H 1.456 0.288 1.407 0.215
H -2.367 0.277 -0.607 0.393
H 1.304 -3.537 2.546 -0.093
H 0.124 -1.985 -1.128 -0.070
H 0.365 0.106 -1.900 -0.110
```

The HOMO-LUMO gap (alpha / beta) comes out at 5.8104 / 5.8030 eV. The calculation puts the largest force on an atom at 4.37 eV/Å. The HOMO energy (alpha / beta) is -7.31 / -7.31 eV. The value obtained for the lowest unoccupied orbital energy (alpha / beta) is -1.5040 / -1.5068 eV.



Formula: C2H9N2S
Source: the Open Molecules 2025 dataset
Level of theory: ωB97M-V with the def2-TZVPD basis set

Structure (XYZ):
```
14
Properties=species:S:1:pos:R:3:nbo_charge:R:1
C 1.335 -0.638 -0.331 -0.582
C 0.101 0.382 -0.288 0.022
N -0.949 0.287 0.582 -0.424
N -0.045 0.801 -1.672 -0.827
S -2.422 0.762 0.396 0.696
H 1.396 -1.543 0.306 0.269
H 2.265 0.001 -0.165 0.248
H 1.265 -1.040 -1.278 0.226
H 0.707 1.222 0.244 0.359
H -0.429 -1.160 1.977 -0.042
H -0.819 1.429 -1.833 0.398
H 0.624 0.487 -2.348 0.428
H -0.297 -1.597 2.591 0.040
H -2.731 0.606 1.819 0.188
```

The total charge is +1. The HOMO-LUMO gap (alpha / beta) comes out at 7.1961 / 7.1966 eV. The calculation puts the largest force on an atom at 3.60 eV/Å. The HOMO energy (alpha / beta) is -14.34 / -14.34 eV. The value obtained for the lowest unoccupied orbital energy (alpha / beta) is -7.1445 / -7.1442 eV.



Formula: C2H9N2S
Source: the Open Molecules 2025 dataset
Level of theory: ωB97M-V with the def2-TZVPD basis set

Structure (XYZ):
```
14
Properties=species:S:1:pos:R:3:nbo_charge:R:1
C 0.878 0.541 -2.501 -0.719
C -0.303 -0.970 -0.430 0.076
N 0.099 0.037 0.255 -0.688
N -0.761 -0.057 2.574 -1.010
S 0.094 -1.154 -2.213 0.323
H 0.220 1.387 -2.164 0.235
H 0.915 0.612 -3.560 0.265
H 1.763 0.626 -1.930 0.222
H -0.580 -1.951 -0.028 0.244
H 0.753 0.757 -0.145 0.418
H -0.086 0.136 1.374 0.433
H -0.187 -0.132 3.313 0.392
H -1.265 0.874 2.843 0.403
H -1.540 -0.706 2.612 0.406
```

The total charge is +1. The HOMO-LUMO gap comes out at 9.8672 eV. The calculation puts the largest force on an atom at 5.62 eV/Å. The HOMO energy is -13.93 eV. The value obtained for the lowest unoccupied orbital energy is -4.0633 eV.



Formula: C2H9N2S
Source: the Open Molecules 2025 dataset
Level of theory: ωB97M-V with the def2-TZVPD basis set

Structure (XYZ):
```
14
Properties=species:S:1:pos:R:3:nbo_charge:R:1
C 1.333 0.199 -1.980 -0.409
C -0.493 -0.069 1.685 0.108
N 0.093 -0.113 -1.154 -0.870
N -1.073 1.098 1.890 -0.664
S -1.477 -1.486 1.704 0.174
H 1.323 -0.032 -3.058 0.207
H 1.481 1.173 -1.734 0.195
H 2.273 -0.363 -1.495 0.192
H -0.714 0.338 -1.585 0.372
H 0.535 -0.242 1.650 0.254
H -2.056 1.089 2.141 0.431
H -0.003 -1.134 -1.169 0.354
H -0.542 1.985 2.007 0.455
H -0.680 -2.443 1.099 0.200
```

The total charge is +1. The HOMO-LUMO gap comes out at 8.6152 eV. The calculation puts the largest force on an atom at 4.05 eV/Å. The HOMO energy is -13.52 eV. The value obtained for the lowest unoccupied orbital energy is -4.9091 eV.



Formula: C2H9N3O
Source: the Open Molecules 2025 dataset
Level of theory: ωB97M-V with the def2-TZVPD basis set

Structure (XYZ):
```
15
Properties=species:S:1:pos:R:3:mulliken_spin:R:1
N -1.156 -1.472 0.290 0.233
C 0.090 -1.792 0.835 0.801
N 0.718 -0.806 1.638 0.069
H -1.009 -0.060 0.028 -0.082
H -1.213 -2.055 -0.548 -0.072
H 0.521 -2.774 0.881 0.025
H 1.479 -1.095 2.226 -0.008
H 0.565 0.156 1.388 -0.010
N 0.838 2.133 -1.381 0.007
C 0.023 0.939 -1.294 -0.001
O -0.562 0.861 -0.018 0.039
H 0.487 2.805 -2.040 0.000
H 0.931 2.531 -0.447 -0.005
H 0.662 0.068 -1.462 0.008
H -0.783 0.874 -2.027 -0.005
```

The total charge is -1. The HOMO-LUMO gap (alpha / beta) comes out at 3.5977 / 7.2964 eV. The calculation puts the largest force on an atom at 2.77 eV/Å. The spin multiplicity is 2. The HOMO energy (alpha / beta) is 0.74 / -2.98 eV. The value obtained for the lowest unoccupied orbital energy (alpha / beta) is 4.3373 / 4.3141 eV.